Density functional theory data (ωB97M-V with the def2-TZVPD basis set) for a gas-phase ion, C2H8NO4 (charge +1) at a distorted geometry.

Calculated values
- SMILES = [NH3+]CC(O)(O)OO
- energy relative to the best compared isomer or geometry (same formula, charge and spin) (eV) = 4.2459
- HOMO (eV) = -15.4
- Kohn-Sham gap (Eh) = 0.4275
- E (hartree) = -436.3440
- total charge = +1

```
15
Properties=species:S:1:pos:R:3:forces:R:3
H -1.3955 -1.4440 -0.2599 1.61 -2.79 1.32
N -1.6923 -0.6776 -0.7520 -2.84 3.83 -0.80
H 1.2616 0.4853 2.0848 -0.02 0.00 0.22
O 1.0619 0.5388 -0.7850 2.07 1.25 -1.31
O 0.9176 1.0638 1.3953 -1.75 -1.98 -1.37
H -2.7834 -0.8043 -0.7882 2.52 0.95 -0.53
O 2.4351 0.2133 -0.4465 -0.79 -2.75 -0.58
H -1.5900 0.6711 0.9518 -1.11 0.09 1.09
H -1.0754 1.4444 -0.5444 -0.77 0.46 -0.78
C 0.3834 0.1911 0.3291 -0.85 1.45 1.68
C -1.1539 0.5377 0.0090 2.60 -1.20 0.49
H -1.1820 -0.5408 -1.6320 -0.80 -1.03 -0.35
H 3.0334 0.9477 -0.4064 -0.38 1.86 -0.19
H 1.3546 -1.4522 0.3357 -0.61 0.02 0.24
O 0.4252 -1.1743 0.5087 1.12 -0.17 0.85
```
Positions in Å, forces in eV/Å.